Record 1
{
  "formula": "C14H19F3N2O2",
  "method": "ωB97M-V with the def2-TZVPD basis set",
  "e_tot_ev": -30042.0401,
  "total_charge": 0,
  "spin_multiplicity": 1,
  "smiles": "CCC(C)(C)NCC(=O)Nc1ccc(OC(F)(F)F)cc1",
  "homo_lumo_gap_ev": 8.4,
  "lumo_energy_ev": 0.52,
  "species": ["C", "C", "C", "C", "C", "N", "C", "C", "O", "N", "C", "C", "C", "C", "O", "C", "F", "F", "F", "C", "C", "H", "H", "H", "H", "H", "H", "H", "H", "H", "H", "H", "H", "H", "H", "H", "H", "H", "H", "H"],
  "positions_angstrom": [[-4.509, -1.710, -1.140], [-3.907, -0.508, -0.586], [-2.654, -0.795, 0.237], [-2.591, -1.891, 0.900], [-1.462, -0.676, -0.974], [-2.221, 0.515, 0.777], [-1.958, 1.725, 0.226], [-0.596, 2.166, -0.167], [-0.313, 2.821, -1.171], [0.319, 1.040, 0.474], [1.694, 1.163, 0.556], [2.451, 1.788, -0.499], [3.758, 1.581, -0.277], [4.448, 0.539, 0.513], [5.706, 0.630, 0.603], [6.258, -0.333, -0.250], [5.864, -0.287, -1.432], [5.816, -1.496, -0.178], [7.674, -0.474, -0.265], [3.610, -0.086, 1.433], [2.385, 0.265, 1.315], [-3.759, -2.097, -2.014], [-4.573, -2.414, -0.530], [-5.632, -1.324, -1.579], [-3.878, 0.142, -1.459], [-4.702, -0.227, 0.278], [-2.606, -2.758, 0.496], [-3.410, -1.931, 1.706], [-1.664, -1.945, 1.596], [-0.505, -1.059, -0.734], [-1.765, -1.719, -1.354], [-1.442, 0.032, -1.646], [-2.949, 0.611, 1.536], [-2.183, 2.538, 1.013], [-2.617, 2.047, -0.696], [-0.292, 0.582, 1.344], [2.029, 2.672, -1.069], [4.456, 1.984, -1.093], [4.074, -0.747, 1.922], [1.645, -0.363, 2.187]],
  "nbo_charge": [-0.5450, -0.4117, 0.1545, -0.6404, -0.6176, -0.6519, -0.3290, 0.7002, -0.5608, -0.6737, 0.1464, -0.2365, -0.2202, 0.2191, -0.4683, 1.1644, -0.3088, -0.3113, -0.3378, -0.2270, -0.1925, 0.1936, 0.1665, 0.2048, 0.2309, 0.1752, 0.2357, 0.2085, 0.2366, 0.2250, 0.1884, 0.2011, 0.3553, 0.2455, 0.2011, 0.4389, 0.2605, 0.2065, 0.2081, 0.1658]
}

***

Record 2
{
  "formula": "C14H19N3O4",
  "method": "ωB97M-V with the def2-TZVPD basis set",
  "e_tot_ev": -27479.3273,
  "total_charge": 0,
  "spin_multiplicity": 1,
  "smiles": "NC(=O)CC[C@H](NC(=O)[C@@H](N)Cc1ccccc1)C(=O)O",
  "homo_lumo_gap_ev": 9.1,
  "lumo_energy_ev": -0.16,
  "species": ["N", "C", "O", "C", "C", "C", "N", "C", "O", "C", "N", "C", "C", "C", "C", "C", "C", "C", "C", "O", "O", "H", "H", "H", "H", "H", "H", "H", "H", "H", "H", "H", "H", "H", "H", "H", "H", "H", "H", "H"],
  "positions_angstrom": [[-0.860, 2.337, 1.530], [-1.434, 2.737, 0.291], [-2.091, 3.775, 0.277], [-1.116, 1.784, -0.785], [-2.163, 0.747, -1.075], [-2.634, -0.202, 0.125], [-1.563, -1.180, 0.139], [-0.755, -1.171, 1.116], [-0.782, -0.167, 1.974], [0.508, -2.124, 1.010], [0.419, -2.704, -0.422], [1.830, -1.402, 1.594], [2.406, -0.404, 0.533], [1.921, 0.843, 0.309], [2.537, 1.705, -0.585], [3.803, 1.240, -1.308], [4.110, -0.105, -1.277], [3.373, -0.929, -0.278], [-3.894, -0.919, -0.493], [-3.675, -1.714, -1.760], [-5.127, -0.610, -0.040], [-0.740, 2.897, 2.467], [-0.563, 1.356, 1.429], [-0.213, 1.146, -0.812], [-0.950, 2.358, -1.727], [-1.449, 0.276, -1.781], [-2.973, 1.570, -1.561], [-2.767, 0.592, 0.915], [-1.820, -2.152, -0.384], [0.287, -2.876, 1.822], [0.807, -1.981, -0.940], [1.129, -3.505, -0.507], [1.838, -1.255, 2.801], [2.684, -2.187, 1.639], [1.093, 1.287, 1.041], [2.315, 2.761, -0.409], [4.078, 2.091, -2.078], [4.611, -0.390, -2.209], [3.507, -2.021, -0.205], [-5.689, -1.501, -0.372]],
  "nbo_charge": [-0.8853, 0.6552, -0.6116, -0.5449, -0.3666, -0.2087, -0.6089, 0.6749, -0.7277, -0.1307, -0.8208, -0.4330, -0.0702, -0.2352, -0.2113, -0.2074, -0.2461, -0.1977, 0.7808, -0.6741, -0.6337, 0.4244, 0.4140, 0.2348, 0.2501, 0.2346, 0.2392, 0.3017, 0.4966, 0.2235, 0.3591, 0.3694, 0.2690, 0.2130, 0.2477, 0.2223, 0.2281, 0.2339, 0.2082, 0.5336]
}

***

Record 3
{
  "formula": "C14H19NO3",
  "method": "ωB97M-V with the def2-TZVPD basis set",
  "e_tot_ev": -22459.1682,
  "total_charge": 0,
  "spin_multiplicity": 1,
  "smiles": "COc1ccccc1CN1CCCC[C@@H]1C(=O)O",
  "homo_lumo_gap_ev": 9.4,
  "lumo_energy_ev": 0.65,
  "species": ["C", "O", "C", "C", "C", "C", "C", "C", "C", "N", "C", "C", "C", "C", "C", "C", "O", "O", "H", "H", "H", "H", "H", "H", "H", "H", "H", "H", "H", "H", "H", "H", "H", "H", "H", "H", "H"],
  "positions_angstrom": [[-1.931, -3.066, 0.308], [-1.421, -1.906, -0.306], [-2.076, -0.720, -0.125], [-3.214, -0.574, 0.658], [-3.828, 0.661, 0.778], [-3.326, 1.758, 0.105], [-2.195, 1.613, -0.681], [-1.546, 0.394, -0.797], [-0.278, 0.278, -1.611], [0.954, 0.554, -0.877], [1.053, 1.928, -0.398], [2.294, 2.091, 0.471], [2.145, 1.291, 1.773], [1.218, 0.087, 1.569], [1.319, -0.435, 0.136], [2.743, -0.945, -0.159], [3.364, -1.644, 0.592], [3.197, -0.561, -1.349], [-1.263, -3.872, 0.008], [-1.925, -2.979, 1.399], [-2.946, -3.289, -0.037], [-3.633, -1.420, 1.180], [-4.708, 0.756, 1.396], [-3.812, 2.719, 0.185], [-1.812, 2.464, -1.228], [-0.200, -0.732, -2.021], [-0.319, 0.990, -2.442], [0.169, 2.227, 0.183], [1.115, 2.579, -1.278], [3.168, 1.745, -0.084], [2.444, 3.148, 0.692], [1.737, 1.927, 2.560], [3.126, 0.947, 2.099], [1.490, -0.717, 2.253], [0.180, 0.365, 1.764], [0.672, -1.312, 0.032], [2.499, 0.032, -1.726]],
  "nbo_charge": [-0.2529, -0.5259, 0.3816, -0.3219, -0.1845, -0.2422, -0.1805, -0.1236, -0.2296, -0.4743, -0.2213, -0.4193, -0.4088, -0.4141, -0.1920, 0.7793, -0.5946, -0.6838, 0.2055, 0.1792, 0.1799, 0.2206, 0.2158, 0.2157, 0.2117, 0.2216, 0.2055, 0.1801, 0.2003, 0.2110, 0.2188, 0.2069, 0.2200, 0.2397, 0.2077, 0.2604, 0.5078]
}

***

Record 4
{
  "formula": "C14H20BrNO3",
  "method": "ωB97M-V with the def2-TZVPD basis set",
  "e_tot_ev": -92505.7487,
  "total_charge": 0,
  "spin_multiplicity": 1,
  "homo_lumo_gap_ev": 8.6,
  "lumo_energy_ev": 0.43,
  "species": ["C", "C", "H", "H", "C", "C", "O", "N", "H", "C", "H", "H", "C", "C", "C", "C", "C", "C", "C", "H", "O", "C", "H", "H", "H", "O", "C", "H", "H", "H", "H", "Br", "H", "H", "H", "H", "H", "H", "H"],
  "positions_angstrom": [[-6.253, -0.790, -1.536], [-5.970, 0.163, -0.458], [-6.943, 0.574, -0.110], [-5.545, 1.035, -0.827], [-5.317, -0.650, 0.542], [-3.987, -0.933, 0.323], [-3.646, -2.116, 0.281], [-3.148, 0.242, -0.069], [-3.500, 1.169, 0.204], [-1.699, 0.025, -0.314], [-1.513, 1.076, -0.967], [-1.747, -0.792, -0.921], [-0.803, -0.109, 0.822], [0.617, -0.093, 0.572], [1.447, 0.807, 0.009], [2.693, 0.534, -0.133], [3.274, -0.894, -0.221], [2.336, -1.838, 0.193], [1.186, -1.382, 0.442], [0.379, -2.230, 0.918], [2.862, -3.034, -0.032], [1.979, -4.029, 0.568], [1.766, -3.949, 1.512], [2.660, -4.955, 0.455], [1.218, -4.032, -0.480], [4.577, -1.077, -0.647], [5.408, -0.281, -1.031], [5.083, 0.602, -1.948], [6.245, -0.652, -1.156], [5.616, 0.579, -0.149], [3.404, 1.501, -0.602], [0.848, 2.616, -0.022], [-0.884, 1.074, 1.467], [-1.188, -0.840, 1.588], [-5.881, -1.451, 1.016], [-5.252, 0.416, 1.581], [-5.311, -1.112, -2.169], [-6.850, -0.292, -2.165], [-6.877, -1.626, -1.287]],
  "nbo_charge": [-0.6037, -0.4228, 0.2055, 0.2193, -0.3855, 0.6410, -0.5980, -0.6646, 0.3945, -0.2131, 0.2027, 0.2137, -0.4110, -0.0682, -0.1013, -0.2866, 0.3376, 0.1826, -0.2286, 0.2146, -0.4764, -0.2647, 0.1774, 0.2012, 0.2079, -0.4617, -0.1119, 0.1110, 0.1579, 0.1034, 0.2424, 0.0284, 0.1890, 0.2499, 0.2548, 0.1400, 0.2071, 0.2061, 0.2101]
}